# 1
{"formula": "C46H45Br2N8O12S", "method": "the ωB97M-V functional and the def2-TZVPD basis", "homo_lumo_gap_ha": 0.2322, "multiplicity": 1, "total_charge": 1, "elements": ["H", "H", "H", "H", "C", "H", "O", "C", "H", "H", "C", "H", "H", "H", "C", "H", "C", "H", "C", "H", "O", "C", "O", "N", "C", "C", "Br", "C", "C", "C", "C", "C", "H", "C", "C", "H", "H", "C", "H", "N", "N", "H", "C", "N", "Br", "C", "H", "C", "O", "H", "C", "H", "C", "O", "C", "C", "N", "C", "H", "C", "H", "H", "O", "C", "H", "N", "C", "C", "H", "H", "H", "C", "O", "C", "O", "H", "C", "N", "H", "C", "H", "H", "C", "C", "C", "H", "C", "N", "H", "C", "C", "H", "C", "H", "O", "H", "H", "C", "C", "H", "S", "C", "O", "C", "H", "H", "H", "C", "H", "O", "H", "O", "C", "H"], "coordinates": [[6.16661, 4.30974, 1.46528], [8.42638, -2.64886, 10.96672], [3.74796, 4.25471, 0.98871], [-3.37088, 0.35059, -2.05288], [8.06822, -1.68547, 7.74447], [-0.53766, -1.14187, 2.53162], [9.57571, -4.73487, 1.43499], [0.72948, -0.40934, 0.95890], [6.82447, -0.79668, 11.29250], [9.22762, -3.20943, 8.69810], [-8.37274, -0.66723, -11.38668], [6.01285, 0.48892, 9.35029], [-2.03050, 2.13955, 0.23046], [-6.26633, -1.00564, -11.15145], [-7.14559, -0.52042, -10.75172], [8.38156, -3.23171, 2.89975], [7.17254, -1.04313, 10.29907], [6.94750, 2.29220, -2.22923], [8.07403, -2.08325, 10.11432], [8.41381, -1.93203, 6.75157], [-6.99653, 1.76757, -7.35633], [7.16582, -0.65690, 7.94666], [-9.11785, 2.14632, -7.44150], [-8.09708, 1.64479, -7.88159], [0.91002, 0.50312, -0.06316], [4.01013, 3.24353, -0.88886], [-9.87822, 3.47545, -4.48141], [-2.13108, 1.55886, -3.30742], [1.51149, -4.28522, 6.32957], [6.24646, 2.72037, -1.52646], [-6.97803, 2.69477, -1.18290], [5.33934, -2.28065, 1.75809], [-3.85793, 3.39703, -4.28303], [7.52306, -3.16092, 2.24845], [-10.20260, 0.51218, -3.12607], [-10.45772, -0.15806, -11.37682], [4.50249, -1.65891, 2.03379], [6.71388, -0.32051, 9.21005], [-8.44663, -1.27063, -12.28148], [6.66253, 0.09163, 6.78603], [1.42531, -3.85784, 8.75313], [1.81509, 0.50201, -0.65369], [6.70510, 3.30753, -0.35427], [1.78619, -1.39517, 1.22200], [-7.56601, -0.47315, -3.71417], [-8.18826, 0.85208, -9.10612], [-9.41931, 0.38153, -5.11888], [-6.34740, 2.93634, -3.71258], [7.04604, -0.24863, 5.68134], [-1.08991, 1.34780, -3.09828], [-0.08944, 1.42488, -0.32366], [-3.91451, 4.81913, -3.27396], [-9.50558, -0.04402, -10.87819], [8.58903, -5.24660, -0.40931], [-7.04667, 0.24545, -9.60354], [-5.34110, 3.27456, -2.80626], [-7.52886, 2.50526, -3.30787], [4.44847, 3.82723, 0.28672], [-3.93662, 0.45946, -3.69434], [4.88943, 2.68407, -1.79928], [-2.31658, 0.50293, 2.06133], [-10.87750, -0.25594, -3.49134], [2.20527, 2.67963, -2.20995], [2.85653, -2.51177, 7.27170], [4.04181, -1.40417, 5.87137], [8.63929, -4.67601, 0.66280], [2.89712, -2.93478, 4.90563], [6.39224, -3.78081, 0.20528], [-10.75709, 1.41616, -2.90454], [-4.99607, 3.31683, -0.68369], [7.76641, 3.33783, -0.14648], [8.52380, -2.40101, 8.83942], [5.88124, 0.99939, 6.99204], [-8.51964, 2.11838, -4.32759], [1.60229, -2.20670, 2.10748], [1.65571, -4.53868, 4.20781], [-1.25048, 1.42153, 0.43702], [-7.91935, 2.37956, -2.04813], [-7.25365, 2.59003, -0.14318], [-1.41307, 0.50114, 1.46672], [-10.29800, 1.20600, -9.33071], [3.19161, -1.94687, 8.12927], [-9.08059, 0.70764, -4.14403], [-0.41674, -0.42418, 1.73335], [3.33087, -2.20944, 6.00543], [4.52980, 2.22737, -2.70932], [1.99073, -3.97379, 5.06697], [2.57279, 3.22409, -1.18074], [-8.02743, 2.14128, -5.27949], [5.80711, 3.85647, 0.55211], [6.44151, -2.36914, 2.60019], [0.80641, -5.09263, 6.46073], [-3.98548, 3.73529, -3.25442], [-2.53481, -0.59492, -3.32243], [1.80416, -3.17038, 9.68121], [0.03907, 2.14308, -1.11918], [3.26583, -2.68900, 3.91972], [7.48371, -3.85141, 1.05188], [-3.04196, 0.33414, -3.08716], [-6.09410, 0.36128, -9.10847], [-2.67321, 2.95819, -2.27456], [5.31149, -2.98962, 0.56287], [0.64301, -4.78254, 8.85056], [-9.41842, 0.72206, -9.72911], [6.46012, -1.81672, 3.53109], [-2.20935, 1.87828, -4.34438], [4.45372, -2.92269, -0.08788], [-5.68694, 3.11979, -1.48691], [-6.16953, 3.01380, -4.77502], [2.79329, -1.34319, 0.54034], [6.37866, -4.33199, -0.72330], [1.81940, 3.74181, -0.38023], [1.94866, -3.54464, 7.41376], [-9.79129, 0.13757, -2.19499]], "atomic_forces_ev_per_a": [[-0.02, 0.00, 0.01], [0.00, 0.01, 0.00], [-0.09, -0.03, -0.08], [0.09, -0.40, 0.20], [0.13, -0.15, -0.13], [0.12, -0.05, -0.03], [-0.06, 0.01, -0.05], [-0.15, 0.14, -0.03], [-0.01, 0.02, -0.01], [0.00, 0.00, -0.02], [0.00, 0.02, 0.02], [0.00, 0.01, -0.13], [0.00, 0.04, 0.05], [0.01, 0.01, 0.01], [-0.13, -0.01, -0.05], [0.06, -0.07, -0.10], [0.08, -0.09, -0.04], [-0.02, -0.01, -0.01], [0.00, 0.01, -0.01], [-0.08, 0.09, -0.04], [-0.30, 0.01, 0.10], [0.07, -0.10, 0.15], [0.30, -0.16, 0.06], [0.08, 0.11, -0.08], [0.14, 0.08, -0.20], [0.19, 0.00, 0.03], [0.00, 0.03, 0.18], [-1.10, -0.33, -0.26], [-0.11, -0.14, -0.13], [0.02, 0.05, 0.11], [-0.36, -0.19, 0.81], [0.20, -0.10, 0.06], [0.11, 0.17, -0.14], [0.09, 0.08, 0.22], [0.35, -0.50, 0.23], [-0.01, 0.02, 0.01], [-0.02, 0.02, -0.01], [-0.14, 0.12, 0.15], [0.00, 0.01, 0.00], [-0.05, 0.02, -0.06], [-0.03, -0.04, 0.11], [0.02, -0.11, 0.05], [-0.02, 0.00, 0.00], [0.10, -0.07, 0.03], [-0.08, -0.02, -0.28], [0.00, -0.12, -0.18], [0.08, 0.10, -0.22], [0.58, 0.23, -0.03], [-0.04, 0.01, 0.04], [0.13, 0.18, 0.27], [-0.28, -0.09, 0.03], [0.10, 0.10, 0.30], [0.12, -0.06, -0.04], [0.00, 0.04, 0.07], [0.22, -0.04, 0.03], [-0.26, 0.09, 0.26], [-0.62, 0.08, -0.11], [-0.04, 0.11, 0.21], [-0.10, -0.27, -0.15], [0.05, -0.11, -0.20], [0.02, -0.01, 0.03], [-0.14, 0.02, -0.05], [-0.01, 0.03, 0.06], [0.14, 0.19, 0.07], [-0.01, 0.02, 0.04], [0.08, -0.08, -0.03], [0.05, 0.00, -0.02], [-0.14, -0.02, -0.18], [-0.05, 0.14, -0.19], [0.12, 0.03, 0.05], [0.00, -0.01, 0.01], [-0.06, 0.05, 0.10], [0.04, -0.06, -0.04], [-0.26, -0.26, -0.12], [-0.05, 0.05, -0.08], [0.00, 0.00, 0.00], [0.04, -0.15, 0.17], [0.88, 0.27, -0.43], [-0.21, -0.04, 0.00], [0.08, 0.06, -0.14], [0.07, 0.04, 0.08], [-0.09, -0.07, 0.07], [-0.32, 0.16, 0.58], [-0.16, -0.10, 0.18], [0.01, -0.04, -0.05], [-0.11, 0.04, 0.03], [0.05, 0.09, 0.05], [-0.01, 0.01, 0.01], [0.45, 0.11, -0.33], [0.06, -0.06, -0.10], [-0.11, -0.01, -0.08], [0.00, 0.03, 0.14], [-0.08, -0.99, -0.62], [-0.07, -0.15, -0.08], [-0.02, -0.05, -0.06], [0.08, 0.05, 0.02], [-0.01, -0.05, -0.01], [-0.14, 0.10, 0.03], [0.20, 0.83, 0.09], [-0.06, 0.06, 0.08], [0.64, 0.58, 0.10], [0.17, 0.02, 0.17], [0.05, 0.06, -0.01], [-0.23, 0.05, 0.01], [0.03, 0.00, 0.00], [0.28, 0.11, -0.09], [-0.02, 0.00, 0.00], [-0.21, 0.05, -0.19], [-0.25, -0.14, -0.17], [-0.33, 0.13, -0.07], [0.13, -0.04, 0.03], [0.08, 0.07, -0.08], [0.05, 0.04, -0.18], [0.00, 0.10, 0.19]]}

***

# 2
{"formula": "C3H9BO2", "method": "the ωB97M-V functional and the def2-TZVPD basis", "homo_lumo_gap_ha": [0.2517, 0.2517], "multiplicity": 1, "relative_energy_kcal_mol": 122.55, "elements": ["C", "O", "H", "C", "H", "H", "H", "O", "H", "H", "H", "C", "H", "H", "B"], "coordinates": [[1.46984, 1.17761, 1.45539], [0.43195, 1.93491, -1.20904], [-1.62207, -1.69895, 0.72641], [-1.12796, -0.84160, -1.16309], [1.11962, 1.68055, 2.35524], [0.87070, 1.58224, -0.48121], [2.53980, 1.23565, 1.43521], [0.99946, -0.14263, 1.32478], [-0.09085, 2.60274, -0.89851], [-0.31953, -0.56436, -1.75506], [-1.54843, 0.13738, -0.93098], [-0.75377, -1.71861, 0.07600], [-1.84439, -1.40321, -1.74487], [-0.55464, -2.83242, -0.17430], [0.43025, -1.14930, 0.98402]], "atomic_forces_ev_per_a": [[-0.02, 1.19, -0.07], [0.47, -1.63, -4.23], [-0.13, -0.29, 0.36], [-0.70, -0.47, 1.24], [-0.39, -0.59, 0.08], [1.48, -0.77, 2.80], [0.55, -0.54, -0.20], [0.98, 0.80, 0.83], [-1.98, 2.68, 1.34], [1.62, 0.03, -1.14], [-0.20, -0.27, 0.53], [1.04, -1.13, -0.06], [-0.19, -0.08, -0.24], [-0.41, 1.90, 0.21], [-2.12, -0.83, -1.46]]}